Molecular formula: C25H30Cl2N8NaS2Se
Method: DFT, ωB97M-V with the def2-TZVPD basis set

Each line ends with the Löwdin charge.
Geometry (Å):
Na 0.650 1.082 -0.400  0.213
N 2.033 4.546 -3.283  0.041
C 2.072 3.589 -2.306  -0.958
S 1.617 4.014 -0.747  0.593
N 2.592 2.435 -2.669  -0.055
N 2.260 1.324 -2.063  -0.058
C 3.054 0.308 -2.152  -0.122
C 2.633 -0.985 -1.721  -0.290
C 3.488 -2.096 -1.848  -0.051
C 3.034 -3.344 -1.490  -0.096
C 1.728 -3.475 -1.027  -0.077
C 0.955 -2.326 -0.925  -0.170
N 1.388 -1.123 -1.237  0.076
H 2.007 5.504 -2.979  0.062
H 2.521 4.337 -4.139  0.078
H 4.034 0.398 -2.633  0.113
H 4.487 -1.954 -2.236  0.104
H 3.679 -4.210 -1.581  0.104
H 1.329 -4.441 -0.761  0.099
H -0.062 -2.374 -0.559  0.081
C -0.213 4.657 3.113  -0.048
C 0.357 3.371 2.585  -0.289
N -0.244 2.356 2.110  0.097
N -1.586 2.230 1.925  -0.024
C -2.458 3.003 1.229  -0.924
N -3.706 2.474 1.125  0.049
S -2.141 4.486 0.563  0.616
C 1.822 3.176 2.692  -0.261
C 2.719 4.186 2.337  -0.074
C 4.074 3.903 2.329  -0.069
C 4.499 2.647 2.734  -0.063
C 3.534 1.736 3.138  -0.173
N 2.239 1.980 3.101  0.108
H -1.216 4.838 2.739  -0.012
H 0.407 5.506 2.836  0.073
H -0.243 4.604 4.204  0.090
H -1.831 1.236 1.906  0.035
H -3.786 1.463 1.092  -0.002
H -4.305 2.972 0.485  0.073
H 2.362 5.156 2.033  0.091
H 4.782 4.651 2.000  0.105
H 5.542 2.375 2.726  0.095
H 3.811 0.753 3.500  0.057
C -5.033 -5.464 -2.251  -0.070
C -4.310 -4.267 -1.696  -0.296
C -4.200 -4.065 -0.330  -0.036
C -3.573 -2.945 0.193  -0.327
C -3.485 -2.757 1.674  -0.116
C -3.042 -1.995 -0.683  -0.574
Se -2.284 -0.407 0.048  0.675
C -3.104 -2.191 -2.064  -0.319
C -2.530 -1.209 -3.038  -0.093
C -3.741 -3.328 -2.543  -0.035
H -5.344 -6.135 -1.451  0.065
H -4.397 -6.017 -2.943  0.071
H -5.924 -5.149 -2.797  0.073
H -4.623 -4.792 0.352  0.103
H -3.822 -3.642 2.212  0.066
H -4.094 -1.904 1.978  0.065
H -2.458 -2.530 1.955  0.048
H -1.679 -0.684 -2.606  0.023
H -3.277 -0.460 -3.305  0.082
H -2.212 -1.717 -3.946  0.070
H -3.808 -3.474 -3.614  0.111
Cl 4.422 -2.027 3.157  0.517
C 3.437 -2.045 1.692  -0.996
Cl 1.981 -1.049 1.883  0.611
H 3.151 -3.078 1.498  0.022
H 4.031 -1.638 0.875  0.023

Values from the calculation:
**Frontier orbital gap**: 6.1441 eV
**Multiplicity**: 1
**Max |F|**: 1.78 eV/Å
**Total charge**: -1
**E_HOMO**: -4.105 eV

***

Molecular formula: C36H52N4O4
Method: DFT, ωB97M-V with the def2-TZVPD basis set

Each line ends with the Löwdin charge.
Geometry (Å):
C -1.555 -3.147 -2.455  -0.151
C -2.665 -2.133 -2.654  -0.164
C -2.035 -1.026 -3.532  -0.171
O -0.767 -1.533 -4.041  -0.166
C -0.269 -2.488 -3.066  -0.160
H -1.733 -4.109 -2.935  0.109
H -1.511 -3.348 -1.384  0.077
H -3.047 -1.728 -1.717  0.095
H -3.537 -2.649 -3.055  0.108
H -1.831 -0.133 -2.941  0.083
H -2.711 -0.723 -4.331  0.108
H 0.410 -1.953 -2.403  0.097
H 0.340 -3.232 -3.580  0.114
C 1.493 0.767 -3.513  -0.133
C 2.807 1.290 -4.302  -0.111
C 2.376 2.677 -4.717  -0.266
O 1.181 2.998 -4.102  -0.142
C 0.799 2.048 -3.087  -0.166
H 1.835 0.153 -2.679  0.094
H 0.816 0.187 -4.140  0.091
H 3.098 0.688 -5.163  0.104
H 3.619 1.407 -3.585  0.099
H 2.448 2.955 -5.769  0.114
H 3.035 3.469 -4.360  0.108
H -0.280 1.899 -3.029  0.107
H 1.337 2.398 -2.206  0.105
C -1.183 -0.818 0.751  -0.163
C 0.118 -0.794 1.525  -0.146
C -0.123 0.504 2.358  -0.165
O -0.736 1.448 1.447  -0.138
C -1.558 0.660 0.605  -0.203
H -1.937 -1.312 1.364  0.095
H -1.127 -1.276 -0.236  0.086
H 0.891 -0.617 0.777  0.101
H 0.341 -1.569 2.258  0.101
H 0.798 0.915 2.773  0.107
H -0.807 0.362 3.195  0.099
H -1.467 0.965 -0.437  0.101
H -2.529 0.897 1.041  0.097
C 3.094 2.876 0.965  -0.191
C 1.969 3.831 0.763  -0.180
C 2.628 5.191 0.797  -0.193
O 4.013 4.978 1.022  -0.136
C 4.180 3.692 1.623  -0.195
H 3.445 2.628 -0.037  0.114
H 2.741 2.006 1.519  0.097
H 1.216 3.706 1.542  0.108
H 1.460 3.488 -0.138  0.098
H 2.120 5.734 1.594  0.113
H 2.614 5.814 -0.098  0.122
H 4.026 3.818 2.695  0.117
H 5.186 3.287 1.511  0.121
N -2.727 4.018 -1.743  0.061
C -2.639 4.299 -3.053  -0.127
C -2.971 3.337 -4.030  -0.072
C -3.422 2.082 -3.673  -0.086
C -3.645 1.879 -2.299  -0.092
C -3.266 2.836 -1.376  -0.162
H -2.136 5.231 -3.266  0.103
H -2.870 3.640 -5.061  0.100
H -3.748 1.433 -4.473  0.101
H -4.240 1.068 -1.905  0.102
H -3.489 2.637 -0.338  0.093
N -3.702 -1.202 3.450  0.061
C -3.040 -0.688 4.488  -0.173
C -3.166 0.638 4.972  -0.057
C -3.973 1.464 4.188  -0.071
C -4.587 0.948 3.052  -0.106
C -4.571 -0.382 2.769  -0.136
H -2.271 -1.330 4.892  0.097
H -2.586 0.891 5.847  0.099
H -4.190 2.459 4.547  0.105
H -5.227 1.634 2.517  0.102
H -5.184 -0.840 2.007  0.105
N -1.408 -4.422 2.787  0.078
C -0.755 -4.389 1.604  -0.157
C 0.399 -5.110 1.356  -0.062
C 1.006 -5.820 2.397  -0.094
C 0.505 -5.641 3.633  -0.112
C -0.720 -5.026 3.800  -0.135
H -1.216 -3.773 0.846  0.077
H 0.856 -5.200 0.382  0.101
H 1.985 -6.263 2.285  0.108
H 1.044 -5.928 4.524  0.105
H -1.148 -4.974 4.790  0.099
N 5.251 -2.889 0.779  0.062
C 4.643 -1.737 0.420  -0.154
C 3.646 -1.111 1.125  -0.081
C 3.251 -1.658 2.341  -0.074
C 3.730 -2.915 2.677  -0.068
C 4.752 -3.459 1.889  -0.151
H 4.906 -1.493 -0.599  0.102
H 3.260 -0.211 0.671  0.084
H 2.414 -1.205 2.850  0.086
H 3.151 -3.518 3.361  0.094
H 5.070 -4.460 2.139  0.096

Values from the calculation:
**SMILES string**: c1ccncc1.c1ccncc1.c1ccncc1.c1ccncc1.C1CCOC1.C1CCOC1.C1CCOC1.C1CCOC1
**Frontier orbital gap**: 9.5155 eV
**Multiplicity**: 1
**Max |F|**: 2.94 eV/Å
**E_HOMO**: -9.041 eV

***

Molecular formula: C7H14N2O2
Method: DFT, ωB97M-V with the def2-TZVPD basis set

Each line ends with the Löwdin charge.
Geometry (Å):
C 2.738 0.619 0.437  -0.170
C 1.850 -0.406 -0.194  -0.351
C -0.317 -0.860 -1.319  -0.156
C -1.391 -1.849 -0.466  -0.198
C -1.005 -0.393 1.219  -0.228
C -0.119 0.683 0.512  -0.164
C -1.126 1.864 -0.018  -0.447
H 2.591 1.601 -0.222  0.115
H 2.467 0.797 1.782  0.167
H 3.781 0.201 0.256  0.067
H 1.652 -1.330 0.599  0.151
H 2.666 -0.675 -1.204  0.188
H 0.163 -1.402 -2.153  0.119
H -1.058 -0.292 -1.831  0.085
H -0.878 -2.919 -0.134  0.139
H -2.450 -2.002 -1.163  0.162
H -2.675 -0.420 0.206  0.091
H -1.541 -0.094 2.202  0.142
H -0.324 -1.295 1.588  0.142
H 0.490 1.151 1.250  0.101
H -1.229 3.465 -0.704  0.116
N 0.562 0.007 -0.619  -0.179
N -2.053 -1.136 0.599  -0.127
O -0.476 2.915 -0.501  0.132
O -2.319 1.771 -0.121  0.102

Values from the calculation:
**Frontier orbital gap**: 8.6204 eV
**Multiplicity**: 1
**Max |F|**: 5.28 eV/Å
**E_HOMO**: -7.918 eV

***

Energy relative to the best compared isomer or geometry (same formula, charge and spin) readings, ordered: 156.6; 208.3; 397.4 kJ/mol